(1)
Below is a cluster of 2 separate species, C4H9NO in total in a non-equilibrium geometry, with properties calculated with ωB97M-V/def2-TZVPD.

Positions of all 15 atoms, in Å:
C 0.49522 -1.78814 1.12669
C 1.32923 -0.89204 1.58289
N 1.05489 0.50883 1.70715
H -0.36942 -1.47168 0.80527
H 0.75455 -2.73964 1.04402
H 2.38810 -1.16668 1.58965
H 0.08431 0.65595 1.59191
H 1.49688 0.66514 2.65465
C -1.64868 0.33294 -1.27275
C -0.93135 0.95311 -2.18834
O -0.55700 2.26979 -1.89448
H -2.20778 -0.58640 -1.53548
H -1.85271 0.63970 -0.20080
H -0.49399 0.40891 -3.11561
H 0.45775 2.21021 -1.89477

Summary:
- ΔE to the lowest compared entry with this formula, charge and spin (kcal/mol) = 89.7
- LUMO (eV) = 0.9517
- HOMO energy (eV) = -8.7
- Kohn-Sham gap (eV) = 9.67
- charge = 0
- structure (SMILES) = C=CN.C=CO



(2)
Below is an isolated molecule of C4H9NO, with properties calculated with ωB97M-V/def2-TZVPD.

Positions of all 15 atoms, in Å:
C 0.75017 0.83354 1.55051
C 0.89733 -0.04051 0.29990
O 0.83088 -1.41680 0.60203
C -0.20909 0.32016 -0.68161
C -0.72324 -0.62538 -1.68831
N -1.43541 -0.43353 -0.42188
H 1.14983 0.30623 2.41900
H 1.27906 1.78695 1.44788
H -0.30638 1.05507 1.74194
H 1.88018 0.11682 -0.16008
H -0.11602 -1.60599 0.71204
H -0.30413 1.38458 -0.89616
H -0.25457 -1.59862 -1.80063
H -1.16958 -0.21536 -2.59145
H -2.26904 0.13283 -0.53318

Summary:
- ΔE to the lowest compared entry with this formula, charge and spin (kcal/mol) = 43.7
- LUMO (eV) = 1.0278
- HOMO energy (eV) = -9.8
- Kohn-Sham gap (eV) = 10.78
- charge = 0
- structure (SMILES) = C[C@@H](O)[C@H]1CN1



(3)
Below is a structure of composition C4H9NO, with properties calculated with ωB97M-V/def2-TZVPD.

Positions of all 15 atoms, in Å:
C 0.44970 -1.76256 0.72489
N -0.32186 -0.70861 0.11361
C -0.52178 0.60246 0.76224
C 0.07708 1.38701 -0.43072
O -0.78613 2.29855 -1.07339
C 0.30004 0.08536 -1.18342
H -0.10189 -2.21987 1.55297
H 0.65843 -2.53110 -0.02560
H 1.40779 -1.36866 1.09562
H 0.07482 0.65555 1.67901
H -1.56844 0.82224 0.99368
H 0.97342 1.95294 -0.14793
H -1.18144 1.78677 -1.79416
H -0.78479 -0.74514 -0.91312
H 1.32505 -0.25494 -1.35368

Summary:
- ΔE to the lowest compared entry with this formula, charge and spin (kcal/mol) = 121.4
- LUMO (eV) = 0.9016
- HOMO energy (eV) = -7.8
- Kohn-Sham gap (eV) = 8.72
- charge = 0



(4)
Below is a cluster of 2 separate species, C4H9NO in total in a non-equilibrium geometry, with properties calculated with ωB97M-V/def2-TZVPD.

Positions of all 15 atoms, in Å:
C 1.42655 0.71610 1.25969
N 1.23294 -0.05382 0.27684
C -0.09199 -0.25819 -0.19256
C -1.10813 -0.54446 0.61060
C -2.43998 -1.03948 0.15741
H 0.57990 1.32709 1.60670
H 2.39303 1.07385 1.59311
H -0.15092 -0.09711 -1.26184
H -0.93391 -0.55859 1.68122
H -2.47955 -1.25558 -0.90421
H -3.16966 -0.27660 0.31725
H -2.74309 -1.90876 0.73684
O 2.84367 1.01327 -2.17931
H 2.28059 0.23224 -2.09319
H 2.36055 1.63005 -1.60855

Summary:
- ΔE to the lowest compared entry with this formula, charge and spin (kcal/mol) = 56.6
- LUMO (eV) = 0.7554
- HOMO energy (eV) = -9.2
- Kohn-Sham gap (eV) = 9.97
- charge = 0
- structure (SMILES) = C=N/C=C/C.O



(5)
Below is a cluster of 2 separate species, C4H9NO in total, with properties calculated with ωB97M-V/def2-TZVPD.

Positions of all 15 atoms, in Å:
C -0.55333 1.57878 -0.46108
N 0.06674 0.26188 -0.68432
C 1.39217 0.23788 -0.79618
C -0.76957 -0.77567 -0.71100
C 0.08669 -1.28470 1.80342
O -0.46124 -2.19956 2.36609
H -0.99412 1.92817 -1.39640
H 0.20210 2.28300 -0.11424
H -1.33189 1.47767 0.29666
H 1.93456 1.17044 -0.79499
H 0.95716 -1.41426 1.12840
H 1.87027 -0.69710 -1.05653
H -0.38661 -1.74903 -0.98378
H -1.82578 -0.59466 -0.58297
H -0.18715 -0.22283 1.98692

Summary:
- ΔE to the lowest compared entry with this formula, charge and spin (kcal/mol) = 93.9
- LUMO (eV) = 0.7936
- HOMO energy (eV) = -7.2
- Kohn-Sham gap (eV) = 8.04
- charge = 0



(6)
Below is an isolated molecule of C4H9NO in a non-equilibrium geometry, with properties calculated with ωB97M-V/def2-TZVPD.

Positions of all 15 atoms, in Å:
C -0.32902 1.40777 -0.10872
C 0.00179 0.12802 0.23567
C 1.42942 -0.24906 0.69102
N 1.96117 -0.69455 -0.64854
O -0.74444 -0.93965 0.24435
C -2.04528 -0.67450 -0.18589
H 0.30437 2.28092 0.19749
H -1.38882 1.61735 -0.37710
H 1.31776 -1.14420 1.39664
H 1.86221 0.60082 1.15306
H 1.79405 0.28978 -1.24337
H 2.93186 -0.94038 -0.59915
H -2.45184 -0.04374 0.63301
H -2.65429 -1.64225 -0.26670
H -1.98892 0.00369 -1.12177

Summary:
- ΔE to the lowest compared entry with this formula, charge and spin (kcal/mol) = 72.5
- LUMO (eV) = 1.0744
- HOMO energy (eV) = -8.8
- Kohn-Sham gap (eV) = 9.87
- charge = 0
- structure (SMILES) = C=C(CN)OC